329
Properties=species:S:1:pos:R:3:forces:R:3 method="wB97M-V/def2-TZVPD" orbital_gap_ev=6.8 lumo_ev=-1.14
C 11.13498 22.37884 18.31554 0.35 -0.14 -0.30
C 12.14205 23.05814 19.23814 -0.68 -0.19 -0.84
N 13.46173 23.21126 18.61602 0.20 -0.22 -0.25
C 14.48485 23.71248 19.54462 -1.64 -1.65 0.88
C 14.89910 22.58060 20.52780 0.34 0.52 -0.09
C 13.48969 24.02334 17.38667 0.15 0.58 1.01
C 12.97198 25.44552 17.58123 -1.69 0.13 -0.31
H 10.88340 22.97496 17.43836 0.02 0.03 -0.05
H 10.20861 22.16678 18.84936 0.03 -0.01 0.03
H 11.58383 21.43972 17.99197 -0.22 -0.12 -0.20
H 11.67178 24.00252 19.51217 0.29 0.50 0.41
H 12.12916 22.40520 20.11083 0.81 0.25 0.21
H 15.25933 24.13204 18.90254 0.41 -0.13 0.64
H 14.01401 24.47060 20.17046 0.36 0.65 -0.02
H 14.17326 22.25166 21.27147 -0.71 0.57 -0.28
H 15.13212 21.63304 20.04208 0.55 0.29 -0.29
H 15.68866 22.97476 21.16760 0.53 -0.29 -0.16
H 12.96195 23.48344 16.60048 0.04 0.22 -0.18
H 14.53415 24.18168 17.11808 -0.01 -0.75 -0.13
H 11.88262 25.41104 17.59549 -0.30 0.04 0.03
H 13.18060 26.11226 16.74456 0.36 -0.05 0.05
H 13.21031 25.94240 18.52165 0.61 -0.17 -0.08
C 21.68885 21.20532 14.25678 0.64 -0.37 -0.44
C 23.25100 21.18422 14.12901 -0.82 -0.65 -0.84
N 23.77968 19.93228 13.46341 -0.89 0.98 0.69
C 25.23815 19.96392 13.54705 -0.10 -1.77 -1.10
C 25.87426 18.70434 12.90215 0.17 0.01 0.32
C 23.23239 19.74298 12.08234 1.10 -0.05 1.62
C 23.54473 20.91876 11.18022 -0.70 -0.22 -0.67
H 21.16273 21.45360 13.33502 0.31 -0.18 -0.45
H 21.25765 21.94074 14.93597 0.55 -0.05 0.49
H 21.38392 20.19528 14.53056 -0.24 0.00 0.23
H 23.58491 22.03258 13.53158 0.02 0.34 0.33
H 23.69405 21.24114 15.12327 0.08 -0.01 -0.01
H 25.71473 20.79718 13.03066 -0.08 0.57 0.15
H 25.53475 19.94933 14.59582 -0.13 0.31 0.07
H 25.40956 17.76750 13.20954 -0.13 0.15 0.30
H 25.88352 18.66205 11.81301 -0.08 0.44 -0.05
H 26.91410 18.66962 13.22714 0.11 -0.09 -0.06
H 22.17348 19.50817 12.19031 -0.14 0.41 -0.14
H 23.67754 18.80140 11.76083 0.07 0.13 -0.44
H 24.60405 21.17180 11.13648 -0.02 -0.09 0.11
H 22.97417 21.79928 11.47559 0.12 0.08 0.08
H 23.21318 20.67754 10.17028 0.11 0.06 -0.18
C 17.55590 15.91224 22.66787 0.10 0.11 -1.17
C 18.76075 16.51419 23.33993 0.34 0.22 0.36
N 19.14369 17.86056 22.86476 -0.85 -0.20 0.75
C 20.14025 18.49574 23.71067 0.61 0.22 -0.11
C 19.69633 18.89834 25.09111 -1.16 0.45 -0.56
C 19.37455 17.97704 21.42610 0.59 0.22 0.58
C 20.61543 17.19964 20.92243 -1.84 0.76 0.06
H 17.24602 14.91450 22.97869 0.22 0.15 0.62
H 17.88725 15.74442 21.64311 -0.54 0.09 -0.43
H 16.69811 16.58460 22.68340 0.00 -0.02 -0.02
H 18.56707 16.55468 24.41182 0.23 0.20 0.02
H 19.59198 15.82938 23.17205 0.35 -0.29 0.24
H 21.01002 17.90508 23.99829 0.69 -0.59 -1.16
H 20.42605 19.39446 23.16413 0.48 0.01 -0.01
H 19.41941 17.98110 25.61084 -0.27 0.42 0.43
H 20.46193 19.44740 25.63928 0.12 -0.19 -0.04
H 18.87330 19.58585 24.89606 -0.49 -0.11 0.82
H 19.54715 19.01730 21.15017 -0.16 0.38 0.40
H 18.43126 17.71798 20.94527 0.23 -0.31 -0.33
H 20.75514 17.56402 19.90468 0.28 -0.53 -0.21
H 20.27118 16.16670 20.97374 1.08 -0.31 -0.22
H 21.47288 17.49216 21.52849 0.05 -0.52 -0.05
C 18.07660 22.85458 13.27743 -0.26 -1.32 -0.52
C 17.55594 22.65408 14.69529 -0.16 0.94 -1.56
N 17.36611 23.91660 15.40760 -0.08 -0.38 1.07
C 16.11690 24.59834 15.00721 0.26 0.06 -0.41
C 15.99958 26.05586 15.49250 0.43 -0.87 -0.17
C 17.31036 23.58710 16.85161 0.64 2.12 -0.89
C 18.71028 23.37350 17.35906 0.06 -1.45 0.37
H 18.24322 21.82946 12.94656 -0.06 -0.23 -0.43
H 19.06091 23.30242 13.14074 -0.28 0.41 0.40
H 17.32501 23.24700 12.59244 0.22 0.42 0.01
H 16.57880 22.17570 14.62878 -0.17 -0.45 -0.10
H 18.25067 21.91382 15.09209 0.01 0.53 1.05
H 15.25865 24.00158 15.31607 -0.22 -0.13 -0.04
H 16.09307 24.67600 13.92024 0.00 -0.40 -0.13
H 16.35544 26.13714 16.51956 -0.09 0.37 -0.07
H 14.97002 26.40820 15.42955 0.09 -0.03 0.01
H 16.61935 26.64192 14.81387 0.04 0.34 0.38
H 16.99394 24.51956 17.31906 -0.39 -0.13 0.25
H 16.59216 22.80946 17.11156 -0.03 -0.32 -0.04
H 18.99833 22.32868 17.24305 -0.07 -0.27 0.20
H 19.48484 23.88186 16.78484 -0.29 0.61 0.24
H 18.70050 23.59652 18.42596 0.58 0.08 -0.02
C 21.94021 12.19916 17.95795 -1.85 0.21 -0.09
C 20.86129 13.26576 17.50892 0.95 -0.96 0.75
N 19.46694 12.99618 17.92490 1.00 0.28 -0.17
C 18.65430 14.04302 17.35423 -1.68 1.04 1.94
C 18.93783 15.48560 17.95491 0.34 -1.81 -2.05
C 18.98672 11.68440 17.55615 -0.15 -0.77 0.90
C 17.63966 11.26096 18.14516 -0.66 0.09 -0.86
H 21.63904 11.19488 17.65999 0.05 0.04 -0.46
H 21.90534 12.11908 19.04445 0.59 0.40 0.09
H 22.92228 12.38512 17.52313 -0.06 0.22 0.36
H 21.13673 14.22974 17.93669 0.02 -0.15 0.16
H 20.94876 13.41426 16.43263 -0.19 -0.16 -0.55
H 18.64835 14.05098 16.26428 0.39 0.17 -0.42
H 17.61394 13.87834 17.63461 -0.11 -0.51 -0.04
H 18.11976 16.12486 17.62296 0.12 0.15 0.27
H 19.08728 15.47646 19.03458 0.03 0.00 -0.21
H 19.82430 15.70994 17.36167 0.24 1.09 0.69
H 19.63602 10.90330 17.95162 0.53 0.34 -0.09
H 18.97027 11.53808 16.47614 -0.12 0.04 -0.47
H 16.79771 11.80814 17.72112 -0.02 0.30 0.12
H 17.53186 11.26088 19.22981 0.43 0.18 -0.03
H 17.46535 10.24687 17.78552 0.05 -0.22 0.19
C 12.28864 18.58640 19.11480 0.05 0.73 -0.02
C 12.91613 18.13233 20.43411 -0.20 1.32 -0.25
N 14.07406 18.99796 20.81307 -1.62 -0.80 0.31
C 14.36966 18.73140 22.24184 1.52 0.65 -0.97
C 15.39827 19.71430 22.78933 0.23 0.00 -0.82
C 15.15495 18.93198 19.81839 -0.28 1.09 0.94
C 15.73242 17.59070 19.69268 0.57 -1.33 -0.40
H 12.78431 18.20635 18.22150 -0.05 -0.32 0.03
H 12.38172 19.67024 19.04588 0.09 0.16 0.11
H 11.21517 18.40790 19.05234 0.06 -0.44 0.03
H 12.20441 18.30855 21.24065 -0.18 -0.19 -0.09
H 13.07807 17.05628 20.37079 0.46 -0.23 0.31
H 13.48904 18.76021 22.88353 -0.34 0.17 -0.52
H 14.79823 17.73700 22.36673 -0.02 -0.46 0.09
H 16.34166 19.66438 22.24561 0.46 -0.94 0.31
H 15.21255 20.75538 22.52518 -0.94 0.12 0.87
H 15.52342 19.47521 23.84539 0.32 0.62 -0.02
H 15.93342 19.66058 20.04467 -0.14 0.14 0.18
H 14.73829 19.21905 18.85294 -0.13 0.25 0.06
H 16.16797 17.22778 20.62364 -0.17 -0.10 0.00
H 16.52668 17.56022 18.94681 0.01 -0.04 -0.11
H 14.91433 16.94888 19.36570 0.33 -0.55 0.04
C 29.98208 23.23302 13.72760 -0.66 -0.24 -0.42
C 29.13276 22.78276 14.94362 0.77 0.95 -0.82
N 28.41297 23.88558 15.53812 -0.92 1.49 -0.04
C 27.93373 23.62352 16.88906 0.38 -1.30 -0.22
C 27.46369 24.81024 17.64967 -1.09 1.07 0.51
C 27.25983 24.42016 14.73039 -0.48 -0.85 -0.24
C 25.92092 23.53588 14.72417 0.58 0.73 0.47
H 30.62583 22.44502 13.33676 0.05 -0.27 0.36
H 30.61939 24.08672 13.95808 -0.19 0.03 0.16
H 29.35234 23.47108 12.87036 -0.09 0.34 0.02
H 28.41404 22.01404 14.65972 0.27 -0.74 -0.03
H 29.90931 22.46060 15.63737 -0.57 -0.46 0.47
H 27.17240 22.84748 16.81002 -0.71 0.18 0.21
H 28.65085 23.06938 17.49467 0.80 0.33 -0.21
H 28.17206 25.62610 17.79345 0.47 -0.34 -0.12
H 26.60466 25.30460 17.19603 -0.15 -0.09 -0.35
H 27.06426 24.54118 18.62750 0.35 -0.22 0.07
H 27.58066 24.58314 13.70150 0.17 -0.34 -0.04
H 27.02741 25.43500 15.05314 -0.03 -0.16 0.38
H 26.06081 22.54830 14.28462 0.13 0.04 0.19
H 25.03328 23.96374 14.25820 0.50 0.51 -0.82
H 25.49027 23.44994 15.72179 0.51 -0.42 0.39
O 26.51771 24.30698 21.01708 -1.61 -0.74 -0.05
S 25.07050 24.21118 21.02770 0.14 0.31 -1.16
O 24.34682 25.07708 21.92187 -0.01 -0.58 -0.25
O 24.64500 24.58060 19.46184 2.78 -0.33 1.49
C 23.29994 24.78904 19.19622 -1.85 0.35 -0.07
C 22.99217 25.48016 17.84483 0.69 -0.82 0.25
C 24.46655 22.45726 21.19226 0.60 0.88 -0.10
H 22.90184 25.33124 20.05392 -0.48 0.19 -0.20
H 22.85985 23.79186 19.20257 -0.59 0.01 -0.23
H 21.92423 25.37050 17.65620 0.06 0.11 0.08
H 23.51390 24.95428 17.04525 -0.05 -0.30 -0.07
H 23.29447 26.51694 17.69714 -0.08 0.13 0.69
H 23.42279 22.34266 21.48475 0.00 0.66 -0.16
H 25.06216 22.00962 21.98785 0.23 0.03 -0.22
H 24.63798 21.98544 20.22473 0.21 -0.08 0.16
O 24.63238 29.87716 22.64520 -0.15 -0.35 -0.60
S 23.94263 29.64884 21.40315 0.80 -0.37 -0.72
O 23.26571 30.74062 20.76371 0.12 -0.69 0.11
O 25.02028 29.11688 20.22429 -0.98 0.89 1.81
C 25.87491 28.02524 20.61397 0.44 -0.64 -1.63
C 26.98459 27.91306 19.54326 -0.35 0.18 0.96
C 22.88883 28.17320 21.53340 0.92 1.22 0.47
H 25.26622 27.12564 20.52294 0.07 -0.14 0.52
H 26.33646 28.13470 21.59535 -0.40 0.18 0.09
H 26.57517 27.87082 18.53396 -0.01 0.15 0.08
H 27.53964 26.99340 19.72822 0.01 -0.02 0.01
H 27.66209 28.75618 19.67836 0.03 0.02 -0.36
H 22.07209 28.40634 22.21655 -0.23 0.20 -0.45
H 23.47164 27.41122 22.05090 0.14 -0.19 -0.58
H 22.64898 28.01578 20.48184 -0.35 -0.57 0.31
O 14.07624 30.28684 20.79707 -1.34 -2.05 -0.57
S 13.26942 29.14178 20.36233 0.94 -0.27 -0.15
O 12.60255 29.15294 19.07652 0.73 -0.14 1.46
O 14.22685 27.72524 20.37293 -1.96 2.04 -1.20
C 15.40291 27.75624 21.14270 0.54 0.19 1.55
C 15.72821 26.34290 21.51792 0.53 -0.59 0.27
C 12.10904 28.62688 21.67709 1.03 0.06 -0.15
H 15.19280 28.33626 22.04133 0.25 0.15 0.14
H 16.26724 28.20306 20.65136 -0.27 0.22 -0.34
H 16.52391 26.28176 22.26037 0.22 0.42 -0.07
H 16.10434 25.82056 20.63826 -0.29 -0.31 0.03
H 14.89906 25.82150 21.99619 -0.23 -0.02 -0.39
H 12.76272 28.42444 22.52552 -0.03 0.01 0.06
H 11.64236 27.68894 21.37612 -0.08 0.28 -0.18
H 11.40972 29.41118 21.96675 0.07 0.00 -0.45
O 19.66748 26.46456 26.30442 0.82 1.17 -3.21
S 19.79066 26.87208 24.87308 -0.94 -1.07 0.58
O 19.33174 28.17984 24.40517 1.09 -2.12 0.97
O 21.29597 26.60658 24.22534 -1.80 0.98 0.79
C 22.22262 25.81660 24.92805 2.54 0.48 0.82
C 22.86759 26.51780 26.14799 0.43 -1.15 -0.13
C 19.05216 25.56286 23.82350 -0.22 1.34 0.46
H 23.06518 25.72956 24.24203 -0.09 0.09 -0.45
H 22.00897 24.76016 25.09056 -1.17 0.21 0.32
H 22.21519 26.77494 26.98246 -0.10 0.25 -0.38
H 23.57285 27.28920 25.83872 -0.67 0.57 -0.10
H 23.56749 25.78388 26.54749 -0.11 -0.32 0.21
H 19.60115 24.63256 23.96925 0.00 0.18 -0.13
H 19.15710 26.03256 22.84551 0.19 -0.48 -0.23
H 17.98605 25.45938 24.02548 0.08 -0.02 0.32
O 21.02415 22.89650 22.57059 -0.30 -0.27 -2.26
S 20.45983 22.77840 21.22273 -1.57 -1.89 0.85
O 20.43633 23.90466 20.32707 0.04 -0.37 0.57
O 21.18353 21.52270 20.45041 0.02 1.29 1.27
C 20.88023 21.36396 19.04749 -0.58 0.61 -0.30
C 21.91248 20.47414 18.41983 -0.22 0.01 0.17
C 18.71672 22.05714 21.45366 1.67 0.22 0.92
H 20.83813 22.32746 18.53956 0.25 0.18 0.37
H 19.87061 20.95986 18.97347 -0.04 -0.25 -0.05
H 22.87417 20.64766 18.90270 0.05 -0.25 -0.01
H 22.00623 20.75964 17.37208 -0.02 -0.34 -0.11
H 21.56822 19.44702 18.54078 0.54 -0.15 -0.20
H 18.73001 21.28644 22.22435 0.77 -0.08 0.18
H 18.31534 21.51920 20.59481 -0.13 0.98 -0.41
H 18.19573 22.86044 21.97459 -0.52 0.15 -0.84
O 24.27544 18.65310 21.32412 2.54 -0.48 -1.73
S 25.56013 18.32674 20.67196 -0.24 2.04 0.69
O 25.81259 17.04586 20.06618 -0.26 0.89 0.37
O 25.91173 19.54882 19.51090 -0.58 -1.69 1.50
C 26.64144 19.13854 18.33299 -0.55 -1.44 -0.63
C 26.92600 20.33323 17.50482 -0.36 0.43 0.59
C 26.90329 18.76387 21.88507 -0.75 -0.37 -0.47
H 26.02367 18.51120 17.69041 -0.37 -0.43 0.42
H 27.52542 18.52833 18.51829 0.12 0.24 0.70
H 27.60313 20.03349 16.70498 0.13 0.43 0.05
H 27.29400 21.10124 18.18516 0.39 0.26 -0.54
H 25.96764 20.64582 17.09018 0.15 0.40 -0.21
H 26.69252 19.70929 22.38493 -0.26 0.06 -0.45
H 27.85580 18.81554 21.35767 -0.16 -0.15 -0.01
H 26.90624 18.00355 22.66610 0.01 -0.23 -0.29
O 22.62614 23.82926 27.89309 0.24 -1.95 -1.30
S 22.68455 22.45788 27.38215 -1.76 -1.39 0.77
O 21.39950 21.73322 27.09544 2.92 2.10 -0.21
O 23.77096 22.30970 26.12923 -1.13 -0.19 2.06
C 23.23275 22.19990 24.81553 -0.27 0.87 -1.47
C 23.13527 20.85652 24.18042 -0.60 -0.76 0.43
C 23.51550 21.40094 28.61715 0.03 0.41 -1.25
H 23.96185 22.69742 24.17600 -0.21 0.90 0.28
H 22.25384 22.67840 24.78575 0.19 0.19 -0.19
H 22.73132 20.96761 23.17415 0.20 0.27 -0.10
H 22.36296 20.26536 24.67253 0.47 -0.51 0.24
H 24.12351 20.40244 24.10765 -0.21 -0.44 0.16
H 23.44273 21.93336 29.56549 0.14 -0.28 -0.10
H 24.52449 21.23338 28.24035 0.12 0.33 0.43
H 23.01230 20.43502 28.57406 -0.20 0.27 0.24
C 19.06227 27.13988 11.27995 -0.32 1.41 0.25
C 18.63603 26.63818 12.47948 0.63 -1.43 1.09
C 19.48985 25.79988 13.20108 1.32 0.63 0.54
C 20.85481 25.63634 12.79631 -1.99 0.29 0.19
C 21.25663 26.15944 11.59638 -0.22 -0.17 -0.45
C 20.33820 26.91692 10.84995 1.52 -0.37 -0.41
N 21.81235 24.86218 13.61836 -0.44 -1.49 -0.76
O 21.47374 24.62788 14.76452 0.47 0.31 -0.11
O 22.78946 24.35382 13.05325 -0.91 1.09 0.74
H 18.44536 27.90548 10.83307 -0.08 -0.22 -0.59
H 17.67781 26.88896 12.90997 -0.13 -0.11 -0.17
H 19.15335 25.39694 14.14491 0.02 -0.16 0.10
H 22.24499 25.88360 11.25954 0.13 0.45 -0.22
H 20.69011 27.37778 9.93883 -0.03 -0.04 -0.13
C 14.45326 19.71230 13.95112 0.08 0.56 1.85
C 14.36921 20.38834 15.17861 0.23 -0.60 -0.78
C 15.38265 20.28033 16.12501 -1.02 0.93 0.97
C 16.53963 19.63068 15.86799 1.35 -1.45 -2.99
C 16.74559 19.11322 14.51160 -1.15 -0.16 1.07
C 15.65937 19.08435 13.61231 -0.19 0.88 0.78
N 17.59560 19.42043 16.90557 -1.29 0.65 1.21
O 17.39955 19.87766 18.04556 0.13 -0.16 -1.67
O 18.54733 18.75029 16.61256 0.63 -0.19 -0.42
H 13.51733 19.65732 13.41501 0.34 -0.01 -0.72
H 13.50080 20.98308 15.42053 -0.17 -0.16 0.10
H 15.18525 20.72942 17.08716 0.23 0.04 0.25
H 17.64330 18.61007 14.18393 0.25 0.13 0.43
H 15.67059 18.65900 12.61966 0.68 -0.32 0.07
C 20.81462 27.71906 16.24059 -1.28 -0.93 -0.52
C 19.89132 26.91584 16.94048 0.51 0.84 0.29
C 19.58987 27.22364 18.28384 -0.46 -1.44 -1.83
C 20.20687 28.28514 18.90049 -0.43 -0.92 0.18
C 21.11703 29.02436 18.19975 0.75 1.65 -0.21
C 21.36928 28.78826 16.83624 0.60 0.82 1.83
N 19.86269 28.50492 20.32733 -0.24 0.22 1.77
O 20.30842 29.50576 20.87810 -0.49 -0.97 -0.96
O 19.16111 27.65804 20.92923 1.14 1.23 -1.51
H 21.07674 27.63102 15.19659 -0.34 -0.76 -0.18
H 19.44545 26.08910 16.40746 -0.24 -0.15 0.26
H 18.87268 26.59488 18.79050 0.04 0.11 0.25
H 21.61174 29.86064 18.67121 0.04 0.09 0.26
H 22.04518 29.40484 16.26234 0.10 0.24 0.30
C 17.83600 24.30076 28.85275 -0.11 0.78 -0.13
C 18.78764 23.90356 27.92901 -0.15 -0.36 0.13
C 18.36121 23.35990 26.72772 -0.64 0.11 -0.44
C 16.97762 23.21486 26.49798 0.81 -0.11 0.04
C 16.03555 23.59376 27.42810 -0.12 0.51 -0.02
C 16.49227 24.27502 28.54282 -0.33 -0.90 0.72
N 16.47291 22.68244 25.22181 -0.69 -0.09 -0.66
O 17.17600 22.02184 24.50285 1.93 -0.59 -0.09
O 15.33678 22.92940 24.86754 -0.73 0.70 0.90
H 18.07130 24.72764 29.81649 0.50 0.05 -0.04
H 19.83703 24.01358 28.15938 0.08 -0.06 -0.20
H 19.08081 23.11198 25.96148 -0.06 -0.23 -0.03
H 14.99121 23.35936 27.28385 -0.03 0.30 -0.20
H 15.82054 24.65886 29.29639 -0.33 -0.10 -0.11
C 23.09708 16.94274 14.90113 -0.91 0.01 1.06
C 22.29826 17.10856 16.03586 0.18 0.30 0.06
C 22.58712 16.46613 17.24469 -0.84 0.17 -0.21
C 23.53993 15.48484 17.28010 0.77 0.23 -0.97
C 24.25577 15.19500 16.09915 0.79 0.67 0.23
C 24.10153 16.00514 14.96614 -0.22 -0.73 0.20
N 23.86985 14.83020 18.56038 1.93 -2.63 -0.09
O 24.82454 14.01512 18.48915 -1.42 1.51 0.05
O 23.23582 14.98778 19.58030 -0.24 0.75 -0.83
H 22.89990 17.53030 14.01667 0.13 0.04 0.00
H 21.45892 17.78612 15.98272 -0.05 0.17 0.17
H 22.02723 16.65518 18.14867 -0.14 0.17 0.04
H 25.06550 14.48084 16.07224 -0.18 -0.22 0.33
H 24.70335 15.87930 14.07823 0.27 -0.40 0.15